1.
ORCA calculation (wB97M-V/def2-TZVPD) on a cluster of 10 separate species, C33H79N7O13 in total.

Calculated values
E_LUMO: -0.03 eV
HOMO level: -0.345 hartree
SMILES string: CNC(C)=O.CNC(C)=O.CNC(C)=O.CNC(C)=O.CNC(C)=O.CNC(C)=O.CNC(C)=O.COCCOC.COCCOC.COCCOC
Total energy: -72546.184 eV
Frontier orbital gap: 9.36 eV

Geometry as ORCA input:
```
! wB97M-V def2-TZVPD RIJCOSX def2/J DEFGRID3
* xyz 0 1
C 6.4110 -1.1950 13.8870
O 6.2881 -1.0730 12.4893
C 6.8615 -2.1081 11.7276
C 6.5349 -1.8812 10.2299
O 5.1649 -2.0077 9.9694
C 4.7425 -1.8211 8.5902
H 7.4507 -1.3777 14.1584
H 5.8787 -2.1211 14.1039
H 5.9393 -0.3187 14.3317
H 6.3950 -3.0441 12.0351
H 7.9376 -2.1426 11.8973
H 7.0976 -2.5646 9.5941
H 6.7950 -0.8533 9.9770
H 4.9326 -0.8385 8.1584
H 3.6892 -2.0781 8.4776
H 5.2615 -2.5657 7.9866
C 2.6037 6.4283 1.3826
O 3.7623 5.8998 2.0445
C 3.5583 5.7254 3.4519
C 4.8104 5.2158 4.1624
O 5.7342 6.3203 4.2365
C 6.6250 6.2194 5.3341
H 2.4260 7.4775 1.6186
H 1.6962 5.8458 1.5413
H 2.8287 6.2163 0.3373
H 2.7333 5.0487 3.6747
H 3.2080 6.6908 3.8172
H 5.2820 4.3573 3.6843
H 4.5929 4.9333 5.1925
H 6.8086 5.2023 5.6806
H 6.2939 6.6907 6.2595
H 7.5788 6.5974 4.9662
C -4.4694 1.1889 -12.0081
O -4.1871 1.1399 -10.6566
C -3.8553 -0.1712 -10.1939
C -4.5174 -0.4380 -8.8242
O -4.1893 0.4422 -7.7964
C -5.0653 0.1580 -6.7053
H -5.4563 0.7881 -12.2394
H -3.7238 0.6319 -12.5755
H -4.3782 2.2034 -12.3963
H -2.7733 -0.2368 -10.0791
H -4.0573 -1.0022 -10.8697
H -4.3175 -1.4609 -8.5049
H -5.5750 -0.4425 -9.0881
H -6.1199 0.1449 -6.9808
H -5.0129 0.9880 -6.0006
H -4.8733 -0.7943 -6.2111
C -8.4925 2.7683 0.0232
C -7.2074 3.5734 -0.2161
O -7.0045 4.1776 -1.3211
N -6.4659 3.7050 0.9093
C -5.3108 4.5229 1.1733
H -8.8813 2.3409 -0.9011
H -9.2814 3.4222 0.3950
H -8.2813 1.9490 0.7104
H -6.7284 3.0370 1.6199
H -4.4092 3.9427 1.3698
H -5.3338 5.2756 1.9613
H -5.1210 5.0187 0.2213
C -0.7673 1.0527 -1.2425
C -1.0097 0.2234 0.0329
O -1.7559 -0.7435 -0.1162
N -0.4189 0.5350 1.1852
C -0.5303 -0.3605 2.3820
H 0.1500 1.6411 -1.2672
H -1.6367 1.7074 -1.3039
H -0.7152 0.3531 -2.0767
H 0.2408 1.2988 1.1482
H -0.0930 0.2443 3.1764
H 0.0332 -1.2761 2.2024
H -1.5475 -0.7001 2.5774
C -0.2330 4.5201 -7.5477
C 0.0322 5.9141 -6.8907
O 1.0648 6.5503 -7.1070
N -0.8601 6.4090 -6.0537
C -2.1756 5.8978 -5.6921
H -0.2808 3.6859 -6.8478
H 0.4439 4.3650 -8.3879
H -1.2090 4.4585 -8.0292
H -0.6918 7.3677 -5.7844
H -2.9084 6.2476 -6.4194
H -2.6742 6.2397 -4.7851
H -2.1977 4.8104 -5.6204
C 4.3020 -2.3545 -0.0698
C 4.9151 -0.9754 0.1473
O 5.3638 -0.6646 1.2001
N 5.0458 -0.2108 -0.9218
C 5.5551 1.1030 -0.9526
H 4.6410 -2.7905 -1.0096
H 3.2144 -2.3987 -0.1269
H 4.5347 -3.0720 0.7170
H 4.5616 -0.4719 -1.7688
H 6.0136 1.3853 -0.0050
H 4.7221 1.7966 -1.0672
H 6.3578 1.2569 -1.6737
C 1.1098 -3.0815 -6.3832
C 2.5513 -3.2456 -5.9315
O 3.1387 -2.3392 -5.3466
N 3.1636 -4.3640 -6.2104
C 4.5894 -4.5940 -6.0611
H 1.1354 -2.2483 -7.0855
H 0.4061 -2.8020 -5.5991
H 0.7332 -3.9478 -6.9272
H 2.5987 -5.1897 -6.3497
H 5.1551 -4.3104 -6.9486
H 4.7668 -5.6635 -5.9477
H 4.9773 -4.1481 -5.1452
C -2.4169 -4.3202 7.5548
C -2.0972 -5.1448 6.3497
O -0.9705 -5.4482 6.0431
N -3.1632 -5.7611 5.8389
C -3.1987 -6.7233 4.7566
H -3.0502 -4.8526 8.2644
H -2.7957 -3.3432 7.2546
H -1.5179 -3.9279 8.0303
H -4.0406 -5.6131 6.3170
H -4.2351 -6.9423 4.4994
H -2.8074 -7.6632 5.1460
H -2.6749 -6.3772 3.8656
C -5.8015 -4.6476 0.1445
C -5.1550 -5.5828 -0.8373
O -5.7270 -6.6474 -1.1115
N -3.9411 -5.2779 -1.2997
C -3.0928 -6.1533 -2.0825
H -5.1067 -3.8482 0.4019
H -6.1675 -5.1091 1.0616
H -6.6960 -4.1501 -0.2303
H -3.5832 -4.3537 -1.1048
H -3.2889 -7.2246 -2.0393
H -2.1372 -5.9568 -1.5965
H -2.9809 -5.7932 -3.1052
*
```

Löwdin population analysis, charges in e, atoms 1 to 5: atom 1 (C): -0.101, atom 2 (O): -0.204, atom 3 (C): -0.199, atom 4 (C): -0.215, atom 5 (O): -0.193

---

2.
ORCA calculation (wB97M-V/def2-TZVPD) on a cluster of 12 separate species, C7H37NO11 in total.

Calculated values
E_LUMO: 0.13 eV
HOMO level: -0.281 hartree
SMILES string: CCCC/C(C)=C/N.O.O.O.O.O.O.O.O.O.O.O
Total energy: -31870.632 eV
Frontier orbital gap: 7.78 eV

Geometry as ORCA input:
```
! wB97M-V def2-TZVPD RIJCOSX def2/J DEFGRID3
* xyz 0 1
C 0.2959 -4.0946 -1.9534
C 0.0732 -3.3464 -0.6242
C -1.1340 -3.8841 0.2029
C -1.8576 -2.8150 1.0374
N 0.2923 0.2529 1.6077
C -0.5901 -0.7329 1.1107
C -0.9826 -1.8257 1.7839
C -0.9026 -1.9870 3.2710
H 0.4727 -3.4179 -2.8105
H -0.6649 -4.5784 -2.1667
H 1.0378 -4.9261 -1.9515
H 0.9919 -3.5860 -0.1136
H -0.0845 -2.2910 -0.7240
H -0.7336 -4.6811 0.8260
H -1.8056 -4.4254 -0.4788
H -2.6475 -2.3340 0.4054
H -2.4621 -3.4698 1.7024
H 1.0716 0.6414 1.0686
H 0.6916 -0.1155 2.4600
H -0.8463 -0.5958 0.0488
H -1.3261 -1.0531 3.6392
H 0.0283 -2.2969 3.7193
H -1.7379 -2.6648 3.5470
H -1.1318 3.6175 0.4016
H -1.8263 4.7659 1.2303
O -1.4312 4.5332 0.3863
H 1.6263 -1.8936 3.9418
H 2.5133 -1.0204 3.0953
O 1.7794 -0.9665 3.7300
H -2.8848 3.7757 -0.5136
H -3.8420 2.8836 -1.3006
O -3.0311 3.3999 -1.4083
H -1.4629 2.7419 -3.4580
H -2.0665 2.3456 -2.1487
O -1.5350 1.9579 -2.9012
H 1.5139 -1.3952 -0.7736
H 1.0150 -0.1144 -1.6472
O 1.7277 -0.7760 -1.4740
H 4.1136 0.2310 -1.6513
H 3.6278 1.5966 -1.2065
O 4.3355 0.9569 -1.0547
H 1.8945 3.6986 -0.1111
H 0.9010 4.8514 -0.4607
O 1.0074 3.8967 -0.4233
H -2.3282 2.3070 2.6224
H -1.3687 1.3732 1.8609
O -1.9415 2.1645 1.7510
H 2.8578 -0.3889 0.1161
H 3.1455 0.5541 1.1471
O 2.6354 -0.2654 1.0587
H 1.0800 3.1256 -3.3409
H 0.7192 2.1608 -4.4418
O 0.4135 2.9729 -4.0217
H 0.4779 1.8793 -0.7766
H -0.3187 1.7222 -2.1709
O 0.6043 1.5358 -1.6648
*
```

Löwdin population analysis, charges in e, atoms 1 to 5: atom 1 (C): -0.102, atom 2 (C): -0.259, atom 3 (C): -0.199, atom 4 (C): -0.184, atom 5 (N): 0.036

---

3.
ORCA calculation (wB97M-V/def2-TZVPD) on a structure of composition C28H45BrHfN2OP2.

Calculated values
E_LUMO: -14.55 eV
HOMO level: -0.665 hartree
Total energy: -124675.615 eV
Frontier orbital gap: 3.54 eV

Geometry as ORCA input:
```
! wB97M-V def2-TZVPD RIJCOSX def2/J DEFGRID3
* xyz 4 1
C 3.0124 4.5997 -1.0226
C 1.9628 4.0241 -1.7681
C 2.1169 3.9265 -3.1690
C 3.2600 4.4983 -3.7542
N 4.2097 5.0859 -3.0322
C 4.1068 5.1427 -1.7107
C 0.7878 3.5199 -1.0939
C -0.3003 3.3640 -0.5498
C -1.4035 2.8149 0.1900
C -1.2701 1.4477 0.6168
C -2.3818 0.8115 1.3358
C -3.6139 1.4398 1.2794
C -3.7499 2.7797 0.9587
C -2.6170 3.4670 0.4598
Hf -0.8247 -0.5912 1.2616
P 1.5008 -0.4088 0.2683
H 1.3692 3.4252 -3.7900
H 2.9682 4.6386 0.0658
H 3.3895 4.4873 -4.8421
H 4.9023 5.6492 -1.1601
H -2.7199 4.5252 0.2118
H -0.6529 0.7628 -0.1117
H -4.7131 3.2852 1.0824
H -2.5834 -0.3613 1.5084
C 2.2884 -2.0738 0.4052
C 3.4574 -2.4079 -0.5222
H 1.4793 -2.8096 0.2496
H 2.5977 -2.2003 1.4553
H 3.7657 -3.4476 -0.3397
H 3.1816 -2.3346 -1.5811
H 4.3395 -1.7795 -0.3387
C 1.5447 0.1308 -1.4945
C 2.9069 0.5513 -2.0392
H 0.8431 0.9762 -1.5692
H 1.1084 -0.6767 -2.1023
H 2.8129 0.7251 -3.1208
H 3.2319 1.4981 -1.5916
H 3.6826 -0.2103 -1.8895
C 2.5303 0.8034 1.1699
C 4.0260 0.4926 1.1811
H 2.1372 0.8245 2.2010
H 2.3164 1.7983 0.7470
H 4.5469 1.2422 1.7910
H 4.2283 -0.4895 1.6238
H 4.4722 0.5247 0.1782
Br -5.0559 0.0931 1.4974
P -1.8189 -1.8021 -1.0525
C -0.6714 -2.6301 -2.2220
C -1.1514 -3.9050 -2.9101
H 0.2414 -2.8390 -1.6416
H -0.3927 -1.8836 -2.9790
H -0.3577 -4.2549 -3.5807
H -1.3536 -4.7173 -2.2042
H -2.0434 -3.7478 -3.5297
C -2.9941 -3.0715 -0.4560
C -4.3409 -3.1932 -1.1636
H -3.1598 -2.8440 0.6103
H -2.4488 -4.0252 -0.4841
H -4.9484 -3.9318 -0.6246
H -4.9041 -2.2523 -1.1652
H -4.2476 -3.5542 -2.1963
C -2.7745 -0.6243 -2.1005
C -3.1665 -1.1198 -3.4975
H -2.1609 0.2889 -2.1864
H -3.6558 -0.3380 -1.5056
H -3.7407 -0.3322 -4.0024
H -2.2904 -1.3308 -4.1236
H -3.8022 -2.0146 -3.4804
C -0.1432 -2.0984 5.4672
N -0.5495 -0.6915 5.4759
C -0.9188 -0.0663 6.7422
C -0.7039 -0.0140 4.3563
O -0.5817 -0.5544 3.2110
H -0.1007 -2.4208 6.5100
H 0.8429 -2.2082 5.0084
H -0.8598 -2.7154 4.9145
H -0.3506 0.8601 6.8928
H -1.9869 0.1917 6.7676
H -0.6942 -0.7722 7.5467
H -0.9688 1.0476 4.4578
*
```

Löwdin population analysis, charges in e, atoms 1 to 5: atom 1 (C): -0.004, atom 2 (C): -0.243, atom 3 (C): -0.004, atom 4 (C): -0.084, atom 5 (N): 0.108

---

ΔE to the lowest compared entry with this formula, charge and spin, respectively: 280.8; 377.4; 232.5 kJ/mol.